1.
A cluster of 3 separate species, C4H13NO2 in total at a distorted geometry. Source: OMol25; level of theory: wB97M-V/def2-TZVPD.

Output
energy above the lowest of the compared OMol25 structures with the same formula, charge and spin: 154.8 kJ/mol
charge: 0
SMILES: C=NCCC.O.O
energy: -365.3835 a.u.

XYZ file:
```
20
Properties=species:S:1:pos:R:3:forces:R:3
C -1.5804 -1.0515 -0.9858 -1.7 -0.3 -0.9
C -0.6085 -1.5604 0.0404 -0.1 0.1 0.1
C 0.7039 -0.7474 -0.0243 0.9 -1.2 0.3
C 0.6253 1.0768 1.4691 -0.3 -0.3 -0.1
N 0.9160 -0.1327 1.2758 -0.1 -0.1 0.0
H -2.4848 -1.6757 -1.0463 0.1 0.0 0.3
H -1.9753 -0.0479 -0.8369 0.2 0.1 0.4
H -1.2596 -1.0415 -2.0306 0.7 -0.1 0.2
H -0.5496 -2.6509 -0.0326 0.8 0.1 -0.6
H -1.0112 -1.5144 1.0571 -0.1 0.6 -0.1
H 0.7869 -0.0734 -0.8851 -0.6 0.4 0.1
H 1.5445 -1.4305 -0.1863 -0.1 0.0 0.2
H 0.2545 1.7348 0.6725 0.1 0.1 0.1
H 0.6686 1.4259 2.4964 0.1 0.4 -0.1
H 4.4954 0.5860 -0.1005 0.9 0.3 -0.5
H 3.1494 0.5095 0.4644 -0.2 -0.4 0.3
O 3.9270 -0.0456 0.3179 -0.7 0.1 0.2
H -3.2802 2.3263 -0.4089 -0.2 0.3 -0.1
H -1.9078 1.7539 -0.4973 -0.2 1.0 -0.4
O -2.4141 2.5589 -0.7591 0.5 -1.2 0.5
```
Positions in Å, forces in eV/Å.

***

2.
A cluster of 2 separate species, C4H13NO2 in total at a distorted geometry. Source: OMol25; level of theory: wB97M-V/def2-TZVPD.

Output
energy above the lowest of the compared OMol25 structures with the same formula, charge and spin: 205.5 kJ/mol
charge: 0
SMILES: CCNCCO.O
energy: -365.3642 a.u.

XYZ file:
```
20
Properties=species:S:1:pos:R:3:forces:R:3
C 1.7897 -0.6737 -0.8367 -1.5 -0.5 -1.3
C 0.7429 0.4152 -1.2423 0.3 0.1 1.4
N 0.6791 1.4263 -0.0589 0.6 1.1 -2.2
C -0.2885 1.2362 1.0478 -2.1 0.7 -2.6
C -0.1596 0.0097 1.8278 1.8 -2.5 -2.5
O -0.3848 -1.0562 0.7970 0.4 -0.6 2.6
H 2.0368 -0.4657 0.1795 0.0 -0.4 0.8
H 1.2874 -1.6812 -1.0057 1.1 1.1 0.5
H 2.7174 -0.6151 -1.3610 0.6 0.0 -0.7
H 0.9679 1.0153 -2.1705 0.0 -0.7 1.0
H -0.1726 -0.1848 -1.4084 0.1 1.0 0.1
H 0.5975 2.3555 -0.5975 -0.3 -1.7 2.0
H -0.3219 2.0528 1.7698 0.1 0.5 -0.6
H -1.2868 1.0774 0.5013 0.5 0.8 1.2
H -0.8115 -0.1409 2.6455 -1.0 0.3 0.8
H 0.8707 -0.1050 2.1510 0.3 0.0 0.4
H 0.0201 -1.8616 1.2075 -0.7 0.8 -0.8
H -2.2654 -0.3802 -0.8771 0.3 0.8 1.0
H -3.4513 -1.3477 -1.1398 0.5 0.3 0.0
O -2.5670 -1.0762 -1.4293 -0.8 -1.2 -1.1
```
Positions in Å, forces in eV/Å.

***

3.
A cluster of 3 separate species, C4H13NO2 in total at a distorted geometry. Source: OMol25; level of theory: wB97M-V/def2-TZVPD.

Output
energy above the lowest of the compared OMol25 structures with the same formula, charge and spin: 274.4 kJ/mol
charge: 0
SMILES: C=CNCC.O.O
energy: -365.3380 a.u.

XYZ file:
```
20
Properties=species:S:1:pos:R:3:forces:R:3
C 0.8661 1.5258 -0.4200 -0.2 -0.7 0.0
C 0.2254 0.4464 -0.0115 -0.6 -1.4 0.7
N -0.3076 -0.6677 -0.7139 0.6 -1.0 3.7
C 0.1996 -2.0386 -0.1909 0.3 1.7 0.3
C 1.4703 -2.3842 -1.0081 0.4 3.1 3.1
H 1.2558 2.2766 0.1692 0.1 1.2 2.3
H 1.2551 1.7767 -1.3359 0.1 -0.4 -2.9
H 0.0531 0.3412 1.0847 0.1 0.1 -0.8
H -0.3939 -0.6401 -1.6893 0.1 0.3 -1.4
H 0.5855 -1.9726 0.8958 -1.3 0.3 -1.6
H -0.6020 -2.8037 -0.2279 0.4 0.6 -0.2
H 2.2948 -2.2597 -0.2792 -0.1 -0.4 -0.4
H 1.4581 -3.3568 -1.2823 0.2 -2.8 -1.8
H 1.6930 -1.5585 -1.6724 -0.2 -0.6 -1.0
H -2.0486 3.2507 6.3991 1.5 -1.2 1.8
H -2.8004 3.5931 5.4751 -1.6 0.2 -2.0
O -2.5090 2.7254 5.7482 0.1 1.0 0.3
H -0.2217 0.3069 -3.9631 -0.6 0.0 0.3
H -1.4606 1.1393 -3.5858 0.2 -0.4 0.2
O -1.0131 0.2999 -3.3919 0.4 0.4 -0.7
```
Positions in Å, forces in eV/Å.